# 1
Molecular formula: C23H26N2O2
Method: DFT, the ωB97M-V functional and the def2-TZVPD basis

```
! RIJCOSX wB97M-V def2-TZVPD def2/J DEFGRID3
* xyz 0 1
C -1.3123 -0.5182 0.8306
C 1.2211 -3.0504 1.8786
H 0.6668 -3.7392 2.5345
C -2.5569 1.8075 -2.4025
H -0.5456 0.0843 0.3193
H 6.7327 -3.0262 4.6205
O -3.1870 -1.9754 0.4000
N -0.7586 -1.5836 1.6471
H 1.1540 4.6233 -4.9312
H 1.9226 -3.6384 1.2807
C 4.0111 -1.2809 3.6259
C 1.2316 -0.8557 2.9538
H 0.8314 -1.7093 0.2511
C 0.7660 2.9503 -3.6376
C 3.7056 -3.6265 3.2331
H -0.8229 -0.2766 3.2764
H 5.3265 -4.8854 3.7968
C 3.2002 -2.3228 3.1578
C 0.3926 4.0533 -4.4187
H -0.2529 -3.1142 0.3192
H -1.2174 5.2513 -5.1334
H 1.5230 -0.5076 3.9489
C -1.9294 3.6688 -3.8687
C -2.2582 -1.1202 -0.2175
C -3.0331 -0.0248 -0.9531
H 1.8100 2.6842 -3.5590
H -4.6539 1.6154 -2.0261
H 1.4457 -0.0526 2.2316
C -3.8757 2.1693 -2.5266
N 1.9595 -2.0615 2.6275
H -0.4667 -1.9611 3.6689
H 3.6690 -0.2595 3.5633
C 4.9633 -3.8686 3.7493
C 0.2507 -2.3570 0.9278
H -2.7273 -2.3715 1.1554
H -5.2832 3.5302 -3.3918
C -0.1841 2.2173 -2.9817
C -0.9240 4.4030 -4.5314
H 5.8662 -0.7130 4.5010
H -1.6709 -1.6777 -0.9648
H -3.5780 4.8589 -4.5753
C 5.2625 -1.5373 4.1487
C -0.2686 -1.1577 2.9502
C 5.7521 -2.8307 4.2143
H -1.9003 0.1384 1.4768
H 0.0897 1.3644 -2.3803
H 3.1082 -4.4617 2.9028
C -1.5480 2.5557 -3.0784
C -4.2370 3.2729 -3.3145
C -3.2949 4.0098 -3.9710
O -2.1014 0.7581 -1.6602
H -3.7508 -0.5002 -1.6333
H -3.5871 0.5818 -0.2244
*
```

Output
- gap between HOMO and LUMO (eV) = 8.29
- SMILES string = O[C@@H](COc1cccc2ccccc12)CN1CCN(c2ccccc2)CC1
- E_tot (eV) = -31347.898
- LUMO (eV) = 0.63
- energy relative to the best compared isomer or geometry (same formula, charge and spin) (kcal/mol) = 64.02

Atom charges from the natural (NBO) analysis, given in e for atoms 1 to 6: atom 1 (C): -0.240, atom 2 (C): -0.211, atom 3 (H): 0.180, atom 4 (C): 0.324, atom 5 (H): 0.187, atom 6 (H): 0.211


# 2
Molecular formula: C22H40BClF4MoN4
Method: DFT, the ωB97M-V functional and the def2-TZVPD basis

```
! RIJCOSX wB97M-V def2-TZVPD def2/J DEFGRID3
* xyz -2 3
H 3.6863 1.2810 -2.8336
Cl 0.7074 3.1491 -1.1099
H -0.5536 -0.0777 -1.2353
C 4.6073 0.0135 1.0184
C 3.3706 -0.7898 -2.2960
C -2.3836 -0.1615 -2.3801
C 2.6884 -0.6098 0.0580
H -1.6404 -1.8949 -3.4336
H 2.7011 -2.8184 -2.0961
H 4.3522 -1.4219 -4.0697
B -0.3981 -3.0566 0.7365
F -0.6804 -2.9410 2.1170
H -1.8517 -2.1249 -1.6787
H 4.0897 0.3353 3.7772
F -0.7516 -1.7854 0.1304
H 1.6719 2.1243 3.1240
C -2.9681 -0.2210 2.9912
H -3.1386 1.5823 -3.4219
C 4.6164 -1.2197 -3.0284
H -4.0243 0.0630 -3.7667
C -3.0343 0.5016 -3.5844
H 0.3971 0.0608 2.9539
H 1.1508 -1.4425 2.3593
N 3.6613 -0.6411 -0.8594
C -4.3749 -0.5710 -0.8622
C -2.8353 0.9063 -0.1886
C 2.2823 -1.8469 -2.3848
C 4.8731 -0.2935 -0.2768
H 2.0343 0.9461 -2.2641
H -2.4173 0.3251 -4.4791
H 1.9577 2.1487 1.3668
H 0.7009 -0.2046 1.2063
N -3.2177 0.0846 -1.1944
H 5.3821 -0.4404 -3.0278
C 2.3572 1.8011 2.3294
H 2.4845 0.0442 4.4728
C 2.4547 0.2822 2.3545
H 5.8039 -0.2748 -0.8126
C -1.0405 0.4757 -2.0518
H 5.0302 -2.1375 -2.6046
C -4.5864 1.6515 2.8414
C -3.3672 1.0185 2.2015
H -4.8826 -1.2248 -1.5501
C -2.2870 -1.6650 -2.5772
H -5.4110 0.9324 2.9201
H -2.5875 0.0884 3.9745
C 2.8724 0.5445 -2.8453
F 0.9929 -3.2598 0.5293
H -3.8445 -0.8608 3.1553
H 2.5395 0.4076 -3.8837
C 3.1350 -0.1794 3.6183
H 1.9064 -1.9115 -3.4149
H -4.9190 2.5297 2.2787
C -2.1924 1.9866 2.0107
H 3.3019 -1.2614 3.5999
H -5.4663 -0.5650 1.0579
N 3.2376 -0.1619 1.1883
C -4.6613 -0.2418 0.4251
H 1.4545 -1.6293 -1.7011
H -2.5253 2.8821 1.3828
H 5.2452 0.3560 1.8148
H -2.1928 -0.8069 2.4787
H 3.3405 2.2587 2.5110
H -1.8443 2.3762 2.9714
H -1.1388 1.5933 -1.8817
C 1.0927 -0.3586 2.2137
H -4.3152 1.9687 3.8567
H -0.4144 0.3616 -2.9435
N -3.6856 0.6297 0.8376
H -3.2798 -2.0895 -2.7886
Mo -1.3324 2.4072 -0.1178
H -1.3098 1.3998 1.5578
F -1.1663 -4.0575 0.1297
*
```

Output
- gap between HOMO and LUMO (spin up / spin down) (eV) = 4.12 / 2.83
- E_tot (eV) = -55351.021
- LUMO (spin up / spin down) (eV) = 4.58 / 4.59

Atom charges from the Mulliken analysis, given in e for atoms 1 to 6: atom 1 (H): 0.365, atom 2 (Cl): -0.776, atom 3 (H): 0.495, atom 4 (C): -0.639, atom 5 (C): 1.847, atom 6 (C): 2.835


# 3
Molecular formula: C3H5NOS
Method: DFT, the ωB97M-V functional and the def2-TZVPD basis

```
! RIJCOSX wB97M-V def2-TZVPD def2/J DEFGRID3
* xyz 0 1
C -1.3315 0.9044 0.0450
H -2.6785 -0.9779 0.2548
C 2.4083 -0.1389 -0.3579
C -1.6466 -0.6208 0.2868
H -1.1288 -0.7418 1.4012
H 3.0873 0.5746 -1.0480
H -0.9832 -1.2446 -0.4814
S 0.4044 1.6522 0.1712
O -2.3343 1.6159 -0.1256
N 1.2053 0.0467 0.3548
H 2.9977 -1.0699 -0.5010
*
```

Output
- gap between HOMO and LUMO (eV) = 9.39
- SMILES string = C=NSC(C)=O
- E_tot (eV) = -17561.552
- LUMO (eV) = -0.09
- energy relative to the best compared isomer or geometry (same formula, charge and spin) (kcal/mol) = 85.69

Atom charges from the natural (NBO) analysis, given in e for atoms 1 to 6: atom 1 (C): 0.433, atom 2 (H): 0.248, atom 3 (C): -0.073, atom 4 (C): -0.711, atom 5 (H): 0.248, atom 6 (H): 0.174


# 4
Molecular formula: C5H10O
Method: DFT, the ωB97M-V functional and the def2-TZVPD basis

```
! RIJCOSX wB97M-V def2-TZVPD def2/J DEFGRID3
* xyz 0 1
H 1.3147 -0.2359 0.7920
C 0.5496 0.5385 0.6486
H -0.2108 -2.1422 1.3195
H 1.3578 -0.7108 -1.7347
H 0.5703 0.4119 -2.8560
C 0.6208 1.0939 -0.7780
H -2.0242 -1.8813 1.2502
H 1.5568 1.6533 -0.9023
C 0.5303 0.0012 -1.8410
C -0.8044 -0.0224 1.0222
H -1.6473 0.5582 0.6341
H -0.1868 1.8258 -0.9233
H 0.7626 1.3377 1.3690
O -0.9470 -0.4350 2.3746
C -1.0379 -1.4305 1.3670
H -0.4043 -0.5624 -1.7419
*
```

Output
- gap between HOMO and LUMO (eV) = 11.36
- SMILES string = CCC[C@H]1CO1
- E_tot (eV) = -7393.466
- LUMO (eV) = 1.16
- energy relative to the best compared isomer or geometry (same formula, charge and spin) (kcal/mol) = 29.97

Atom charges from the natural (NBO) analysis, given in e for atoms 1 to 6: atom 1 (H): 0.203, atom 2 (C): -0.425, atom 3 (H): 0.177, atom 4 (H): 0.202, atom 5 (H): 0.212, atom 6 (C): -0.393


Copy entry 3 word for word.
Molecular formula: C3H5NOS
Method: DFT, the ωB97M-V functional and the def2-TZVPD basis

```
! RIJCOSX wB97M-V def2-TZVPD def2/J DEFGRID3
* xyz 0 1
C -1.3315 0.9044 0.0450
H -2.6785 -0.9779 0.2548
C 2.4083 -0.1389 -0.3579
C -1.6466 -0.6208 0.2868
H -1.1288 -0.7418 1.4012
H 3.0873 0.5746 -1.0480
H -0.9832 -1.2446 -0.4814
S 0.4044 1.6522 0.1712
O -2.3343 1.6159 -0.1256
N 1.2053 0.0467 0.3548
H 2.9977 -1.0699 -0.5010
*
```

Output
- gap between HOMO and LUMO (eV) = 9.39
- SMILES string = C=NSC(C)=O
- E_tot (eV) = -17561.552
- LUMO (eV) = -0.09
- energy relative to the best compared isomer or geometry (same formula, charge and spin) (kcal/mol) = 85.69

Atom charges from the natural (NBO) analysis, given in e for atoms 1 to 6: atom 1 (C): 0.433, atom 2 (H): 0.248, atom 3 (C): -0.073, atom 4 (C): -0.711, atom 5 (H): 0.248, atom 6 (H): 0.174


Number 3 is which compound? C3H5NOS


E_tot of number 3 (C3H5NOS)? -17561.552 eV


What is the E_tot in the fourth record? -7393.466 eV